# 1
Here is a single C10H18N4O5 molecule from OMol25. Energies are from wB97M-V/def2-TZVPD.

Geometry as ORCA input:
```
! wB97M-V def2-TZVPD RIJCOSX def2/J DEFGRID3
* xyz 0 1
N 4.553 1.879 -0.828
C 4.631 0.590 -1.259
O 5.634 -0.096 -1.139
C 3.416 0.028 -1.994
C 2.027 0.587 -1.672
C 1.569 0.366 -0.220
N 0.237 -0.230 -0.188
C -0.232 -0.935 0.869
O 0.389 -0.995 1.937
C -1.562 -1.679 0.675
N -1.881 -2.545 1.800
C -2.705 -0.691 0.420
C -4.026 -1.384 0.176
C -5.066 -0.404 -0.364
N -6.365 -0.697 -0.062
O -4.761 0.570 -1.042
C 1.606 1.670 0.621
O 1.911 2.738 0.151
O 1.286 1.533 1.899
H 5.366 2.242 -0.336
H 3.659 2.370 -0.747
H 3.593 0.176 -3.060
H 3.425 -1.070 -1.826
H 1.341 0.089 -2.327
H 1.955 1.629 -1.890
H 2.206 -0.358 0.306
H -0.356 -0.142 -1.005
H -1.451 -2.308 -0.216
H -1.824 -1.985 2.655
H -1.148 -3.250 1.914
H -2.780 -0.022 1.280
H -2.508 -0.053 -0.447
H -4.400 -1.891 1.097
H -3.899 -2.137 -0.604
H -6.604 -1.504 0.476
H -7.081 -0.104 -0.396
H 1.075 0.579 2.097
*
```

**SMILES string**: NC(=O)CC[C@H](NC(=O)[C@@H](N)CCC(N)=O)C(=O)O
**E_tot**: -26862.611 eV
**Energy above the lowest of the compared OMol25 structures with the same formula, charge and spin**: 0.000 eV
**Highest occupied orbital energy**: -9.68 eV
**Largest force on an atom**: 1.1 eV Å⁻¹
**Lowest unoccupied orbital energy**: 0.4 eV

---

# 2
Here is 2 unconnected molecules or ions with the total composition CHF3O2S from OMol25. Energies are from wB97M-V/def2-TZVPD.

Geometry as ORCA input:
```
! wB97M-V def2-TZVPD RIJCOSX def2/J DEFGRID3
* xyz 0 1
C -1.618 0.748 0.557
O 3.488 -1.600 0.100
O 2.140 -0.697 -1.759
F -2.658 1.348 1.170
F -1.857 0.871 -0.708
F -0.568 1.484 0.960
S 2.586 -1.829 -1.006
H -1.513 -0.323 0.686
*
```

**E_tot**: -24135.431 eV
**Energy above the lowest of the compared OMol25 structures with the same formula, charge and spin**: 0.100 eV
**Highest occupied orbital energy**: -12.16 eV
**Largest force on an atom**: 2.6 eV Å⁻¹
**Lowest unoccupied orbital energy**: -1.3 eV

---

# 3
Here is 4 unconnected molecules or ions with the total composition C36H44F13N4O5S2 from OMol25. Energies are from wB97M-V/def2-TZVPD.

Geometry as ORCA input:
```
! wB97M-V def2-TZVPD RIJCOSX def2/J DEFGRID3
* xyz 1 1
C 2.548 1.377 3.554
C 1.099 1.164 3.961
C 0.123 1.355 2.807
N 0.481 0.563 1.615
C -0.240 -0.505 1.016
S -0.074 -1.772 2.481
O -1.043 -1.348 3.449
O 1.335 -1.838 2.725
C -0.477 -3.619 2.238
F 0.617 -4.245 1.826
F -1.460 -3.836 1.350
C -0.913 -4.251 3.592
F -2.141 -3.874 3.908
F -0.087 -3.921 4.559
F -0.905 -5.561 3.439
C 0.617 -1.019 -0.172
C 0.573 -2.513 -0.489
N 0.230 -0.278 -1.409
C 1.276 0.293 -2.238
F 2.176 0.837 -1.416
F 0.735 1.255 -2.996
C 2.044 -0.701 -3.166
F 2.895 -1.404 -2.435
F 1.206 -1.551 -3.750
F 2.693 -0.036 -4.084
C -1.024 -0.452 -1.819
N -1.428 -0.370 -3.117
N -1.892 -0.738 -0.851
C -1.707 -0.152 0.499
C -2.948 -0.417 1.367
C -3.550 -1.808 1.554
C -4.016 -2.565 0.315
C -4.791 -3.844 0.674
O -5.994 -3.986 -0.036
C -7.035 -3.160 0.435
S -1.839 1.762 0.223
C -3.206 1.968 -0.909
O -0.669 2.235 -0.469
O -2.261 2.339 1.464
H 2.880 0.584 2.882
H 2.679 2.332 3.038
H 3.196 1.362 4.427
H 0.814 1.894 4.722
H 0.987 0.178 4.409
H -0.893 1.137 3.123
H 0.123 2.408 2.522
H 1.017 1.086 0.941
H 1.639 -0.748 0.071
H 0.822 -2.671 -1.537
H 1.333 -3.032 0.084
H -0.400 -2.959 -0.319
H -1.844 -1.162 -3.582
H -1.263 0.454 -3.671
H -2.851 -0.782 -1.169
H -3.745 0.213 0.959
H -2.732 0.005 2.344
H -4.437 -1.624 2.168
H -2.928 -2.439 2.176
H -3.173 -2.845 -0.319
H -4.671 -1.932 -0.295
H -4.196 -4.722 0.427
H -4.989 -3.872 1.754
H -7.174 -3.272 1.516
H -7.944 -3.471 -0.073
H -6.852 -2.103 0.211
H -4.113 2.056 -0.319
H -2.965 2.928 -1.367
H -3.295 1.229 -1.694
F 3.116 -0.375 6.142
C 4.345 -0.921 6.294
C 5.242 -0.308 7.144
C 6.499 -0.878 7.288
C 6.835 -2.031 6.591
C 5.908 -2.620 5.742
C 4.645 -2.066 5.585
H 4.956 0.588 7.676
H 7.219 -0.418 7.952
H 7.817 -2.469 6.710
H 6.167 -3.519 5.198
H 3.902 -2.505 4.934
F 3.669 7.840 -1.540
C 3.407 6.581 -1.935
C 4.265 5.975 -2.833
C 3.988 4.676 -3.233
C 2.874 4.014 -2.739
C 2.028 4.648 -1.839
C 2.291 5.946 -1.425
H 5.124 6.517 -3.202
H 4.651 4.183 -3.932
H 2.659 3.003 -3.055
H 1.156 4.133 -1.455
H 1.653 6.464 -0.723
F -2.612 0.204 -5.523
C -2.151 0.859 -6.636
C -2.712 2.075 -6.956
C -2.229 2.734 -8.078
C -1.215 2.172 -8.842
C -0.677 0.943 -8.488
C -1.145 0.267 -7.369
H -3.507 2.486 -6.349
H -2.651 3.690 -8.355
H -0.848 2.691 -9.716
H 0.108 0.501 -9.086
H -0.747 -0.695 -7.076
*
```

**E_tot**: -111232.984 eV
**Highest occupied orbital energy**: -10.68 eV
**Largest force on an atom**: 0.7 eV Å⁻¹
**Lowest unoccupied orbital energy**: -3.8 eV

---

# 4
Here is a molecular structure, C12H33AlN3O3 from OMol25. Energies are from wB97M-V/def2-TZVPD.

Geometry as ORCA input:
```
! wB97M-V def2-TZVPD RIJCOSX def2/J DEFGRID3
* xyz 3 1
Al -14.930 -15.376 -13.189
C -12.458 -15.606 -8.779
C -12.501 -16.218 -10.189
C -13.601 -17.203 -10.354
O -13.797 -17.429 -11.786
C -13.921 -18.823 -12.137
N -12.753 -15.024 -11.014
H -12.462 -16.367 -7.992
H -13.363 -15.040 -8.535
H -11.642 -14.903 -8.621
H -11.542 -16.686 -10.408
H -14.506 -16.813 -9.877
H -13.420 -18.192 -9.935
H -13.184 -19.490 -11.691
H -13.796 -18.934 -13.215
H -14.911 -19.249 -11.959
H -11.967 -14.380 -10.965
H -13.496 -14.473 -10.592
C -19.344 -16.408 -10.446
C -18.442 -16.212 -11.665
C -18.499 -14.855 -12.239
O -17.711 -14.794 -13.405
C -18.386 -14.523 -14.630
N -17.002 -16.419 -11.256
H -18.945 -15.865 -9.589
H -19.360 -17.460 -10.160
H -20.341 -16.092 -10.754
H -18.632 -16.934 -12.461
H -18.235 -14.000 -11.608
H -19.571 -14.658 -12.354
H -19.330 -15.058 -14.739
H -17.714 -14.776 -15.448
H -18.640 -13.462 -14.694
H -16.942 -15.710 -10.525
H -16.897 -17.311 -10.777
C -11.271 -12.340 -13.917
C -12.655 -12.926 -13.487
C -13.832 -12.013 -13.745
O -15.080 -12.600 -13.519
C -16.254 -11.814 -13.616
N -12.725 -14.251 -14.125
H -11.390 -11.456 -14.549
H -10.633 -13.060 -14.427
H -10.713 -11.929 -13.074
H -12.545 -13.066 -12.409
H -13.771 -11.662 -14.781
H -13.706 -11.096 -13.163
H -16.447 -11.587 -14.665
H -16.185 -10.858 -13.090
H -17.006 -12.376 -13.067
H -12.612 -14.215 -15.137
H -11.905 -14.735 -13.764
*
```

**E_tot**: -30155.818 eV
**Energy above the lowest of the compared OMol25 structures with the same formula, charge and spin**: 1.367 eV
**Highest occupied orbital energy**: -19.59 eV
**Largest force on an atom**: 2.9 eV Å⁻¹
**Lowest unoccupied orbital energy**: -14.9 eV